26
Properties=species:S:1:pos:R:3:nbo_charge:R:1 method="wB97M-V/def2-TZVPD" gap_ev=9.49 max_force_ha_per_bohr=0.0889 energy_ev=-11069.5147 e_homo_ev=-8.65 e_above_lowest_kj_mol=349.6
C 1.1269 0.5202 -0.1570 -0.120
C 2.2777 0.2007 0.7876 -0.637
C 0.9126 2.0279 -0.2185 -0.635
C 1.3784 -0.0913 -1.5295 -0.630
C -0.5261 -0.5397 1.1407 0.612
N -0.3068 -1.8938 0.8060 -0.909
O -0.3628 -0.0806 2.2678 -0.653
H 0.4845 -2.2752 1.3121 0.386
H -1.1303 -2.4831 0.7709 0.395
H 3.1928 0.7021 0.4524 0.220
H 2.0913 0.5851 1.7926 0.239
H 2.5169 -0.8655 0.8063 0.207
H 1.8301 2.5466 -0.5159 0.211
H 0.1588 2.2953 -0.9654 0.203
H 0.5718 2.3784 0.7592 0.225
H 1.4816 -1.1767 -1.4650 0.220
H 0.5792 0.1502 -2.2345 0.206
H 2.3193 0.2834 -1.9493 0.207
C -1.9976 0.0296 0.3311 -0.503
C -2.8080 -0.7750 -0.6650 -0.632
H -2.4300 -1.7878 -0.8160 0.209
H -3.8355 -0.9007 -0.3064 0.218
H -2.5660 0.1385 1.2576 0.233
H -1.8771 1.0642 0.0014 0.212
H -0.2145 0.2122 -0.0340 0.301
H -2.8673 -0.2650 -1.6291 0.214



24
Properties=species:S:1:pos:R:3:nbo_charge:R:1 method="wB97M-V/def2-TZVPD" gap_ev="6.81 / 6.14" max_force_ha_per_bohr=0.1498 charge=+1 energy_ev=-15564.5687 smiles="C[C@@H]1C=C([O-])[N+](c2ccccc2)=[NH+]1" e_homo_ev="-13.31 / -12.58" e_above_lowest_kj_mol=391.4
C 4.1307 0.3305 0.0375 -0.123
C 3.7354 -0.9507 0.3321 -0.213
C 3.1977 1.3330 -0.3508 -0.199
C 2.3835 -1.3420 0.3569 -0.145
C 1.8559 1.0248 -0.3778 -0.214
C 1.4404 -0.3640 -0.1098 0.103
C -2.0334 -1.4686 -0.6620 -0.036
C -0.6882 -1.7590 -0.3407 0.463
C -2.1846 -0.0515 -0.5467 -0.143
C -2.9216 0.5107 0.6970 -0.563
N -0.8691 0.4908 -0.3960 -0.291
N 0.0300 -0.5244 -0.2829 -0.077
O -0.0132 -2.9636 -0.1526 -0.497
H 5.2470 0.4734 0.0896 0.244
H 4.5678 -1.5171 0.7189 0.247
H 3.6372 2.1589 -0.8252 0.241
H 1.9295 -2.2914 0.6590 0.286
H 1.1679 1.9182 -0.6485 0.230
H -2.8421 -2.0999 -0.6049 0.257
H -2.7364 0.3410 -1.5424 0.295
H -2.3363 0.1166 1.4846 0.223
H -3.9602 0.2839 0.6499 0.248
H -2.8031 1.6216 0.6706 0.226
H -0.7107 1.4100 -0.0042 0.437



24
Properties=species:S:1:pos:R:3:nbo_charge:R:1 method="wB97M-V/def2-TZVPD" gap_ev="8.68 / 9.41" max_force_ha_per_bohr=0.0740 charge=+1 energy_ev=-50992.6726 e_homo_ev="-12.04 / -12.77" spin_multiplicity=6 e_above_lowest_kj_mol=19.9
Mn 0.0894 0.1282 0.0631 1.544
C 0.0754 -1.8188 -1.6449 0.988
O 0.2024 -0.5678 -1.9069 -0.856
O 0.0404 -2.7428 -2.5499 -0.668
O -0.0746 -2.0628 -0.4029 -0.808
H 0.0224 -2.5398 -3.5029 0.527
O -1.4416 1.6702 -1.3509 -0.936
H -1.3716 2.6282 -1.2499 0.476
H -2.4066 1.5842 -1.3589 0.494
O -2.1776 -0.1908 0.5641 -0.939
H -2.5936 0.4052 1.1411 0.485
H -2.8476 -0.8138 0.5181 0.500
O 1.6384 1.5422 -0.8079 -1.001
H 1.8464 2.4982 -0.8159 0.509
H 1.6014 1.1282 -1.7169 0.540
O 0.0024 -1.0308 2.3751 -0.957
H -0.6256 -1.7288 2.2641 0.498
H 0.0254 -0.8628 3.3071 0.492
O 0.0604 1.7522 1.6171 -0.925
H 0.1784 2.6462 1.3001 0.493
H 0.8894 1.5352 1.9831 0.488
O 2.0184 -0.8658 0.5671 -0.986
H 2.8444 -0.4368 0.8801 0.505
H 2.0044 -1.8558 0.7271 0.537



78
Properties=species:S:1:pos:R:3:mulliken_charge:R:1 method="wB97M-V/def2-TZVPD" gap_ev=10.96 max_force_ha_per_bohr=0.0136 energy_ev=-454328.6787 smiles="CC(=O)OCC[C@@H]1COS(=O)(=O)O1.ClC(Cl)Cl.ClC(Cl)Cl.ClC(Cl)Cl.ClC(Cl)Cl.ClC(Cl)Cl.ClC(Cl)Cl.ClC(Cl)Cl.ClC(Cl)Cl.ClC(Cl)Cl.ClC(Cl)Cl.ClC(Cl)Cl" e_homo_ev=-10.71
C 4.2637 4.8153 -1.7239 -0.842
C 3.7377 3.5233 -1.1685 0.787
O 3.5453 3.2782 -0.0031 -0.566
O 3.4940 2.6305 -2.1601 -0.330
C 2.4722 1.6373 -1.9559 -0.975
C 1.1628 2.1918 -1.4321 -0.649
C 0.5812 3.2579 -2.3617 0.287
C 0.4169 4.6563 -1.7456 -0.350
O -0.8589 4.6472 -1.0779 -0.403
S -1.7275 3.4009 -1.5374 1.112
O -2.9662 3.8398 -2.0511 -0.617
O -1.6750 2.4089 -0.5198 -0.441
O -0.7900 2.9595 -2.7380 -0.496
H 3.4809 5.3083 -2.2995 0.225
H 5.0671 4.5856 -2.4243 0.412
H 4.6377 5.4391 -0.9202 0.121
H 2.3151 1.2230 -2.9511 0.433
H 2.8333 0.8292 -1.3191 0.353
H 0.4662 1.3549 -1.3736 0.328
H 1.2605 2.5739 -0.4198 0.479
H 1.1532 3.3477 -3.2834 0.577
H 0.3307 5.3988 -2.5402 0.243
H 1.2103 4.9289 -1.0557 0.248
C -2.2875 -0.4817 0.7354 0.104
Cl -2.1685 -0.9577 -0.9496 -0.061
Cl -3.8521 -0.9683 1.4126 -0.110
Cl -0.9592 -1.1401 1.6930 -0.116
H -2.2213 0.5979 0.7774 0.233
C -2.1147 -5.4069 -0.4046 -0.097
Cl -2.7958 -4.0011 0.4048 -0.050
Cl -0.8134 -4.9287 -1.4996 -0.136
Cl -1.5430 -6.6010 0.7633 -0.041
H -2.8941 -5.8662 -0.9983 0.294
C 6.4159 4.1285 1.7925 0.094
Cl 7.0167 3.6271 0.2056 -0.144
Cl 7.7287 4.1569 2.9634 -0.110
Cl 5.6252 5.7027 1.7057 -0.133
H 5.6812 3.4003 2.1098 0.284
C -6.1239 -1.2373 -2.2271 0.459
Cl -5.1691 -2.6826 -1.9028 -0.074
Cl -5.1470 0.0194 -2.9845 -0.096
Cl -7.5422 -1.6072 -3.2063 -0.140
H -6.4753 -0.8540 -1.2775 -0.151
C 3.2806 7.4994 -5.6763 0.013
Cl 3.3103 6.7551 -7.2706 -0.116
Cl 1.6441 7.5085 -5.0120 -0.114
Cl 4.3889 6.6802 -4.5751 -0.066
H 3.6052 8.5266 -5.7750 0.317
C 0.3874 -9.6894 2.9198 -0.016
Cl -0.9434 -8.5755 3.2213 -0.110
Cl 0.4756 -10.1180 1.2137 -0.114
Cl 1.9181 -9.0041 3.4751 -0.092
H 0.2040 -10.5933 3.4857 0.330
C -9.4450 1.5169 -0.4624 0.046
Cl -9.4763 1.0772 -2.1635 -0.107
Cl -11.0000 1.1895 0.3064 -0.127
Cl -8.1427 0.6808 0.3907 -0.089
H -9.2554 2.5796 -0.3888 0.289
C 5.2290 -6.8009 3.3785 0.338
Cl 5.9721 -7.9247 4.5184 -0.123
Cl 5.3924 -5.1371 3.9374 -0.125
Cl 5.9122 -6.9965 1.7656 -0.120
H 4.1728 -7.0295 3.3209 0.030
C 12.0568 5.2653 1.8151 0.006
Cl 12.4289 6.9179 1.3238 -0.124
Cl 11.9381 5.1436 3.5725 -0.124
Cl 10.5791 4.6926 1.0493 -0.055
H 12.8724 4.6317 1.4933 0.297
C -3.8910 -11.8389 1.8298 -0.012
Cl -4.7519 -11.9349 3.3658 -0.122
Cl -3.3856 -10.1877 1.4913 -0.035
Cl -2.5001 -12.9285 1.8207 -0.121
H -4.5672 -12.1579 1.0480 0.308
C -10.8349 1.3709 4.0567 0.119
Cl -11.5096 1.4196 5.6848 -0.136
Cl -10.2304 2.9562 3.5771 -0.115
Cl -9.5720 0.1489 3.9306 -0.097
H -11.6291 1.0997 3.3737 0.221



no.,molar mass (g/mol)
1,131.219
2,175.211
3,224.044
4,1523.365